Formula: C37H49As3MoN3OPS2
Source: OMol25
Level of theory: wB97M-V/def2-TZVPD

Results
frontier orbital gap (spin up / spin down): 6.587 / 6.031 eV
net charge: +2
<S²>: 2.030
LUMO level (spin up / spin down): -6.084 / -6.640 eV
calculated total energy: -261002.953 eV
multiplicity: 3

Structure (XYZ):
```
97
Properties=species:S:1:pos:R:3:forces:R:3:mulliken_spin:R:1
H -0.758 -0.081 -3.329 0.0 0.0 0.0 0.00
H 3.658 1.224 3.602 0.0 0.0 0.0 0.00
H -0.770 -3.258 -3.671 0.0 0.0 0.0 0.00
C -0.264 -0.564 -4.181 -0.1 0.0 0.0 0.01
H -2.896 -1.263 -3.034 0.0 0.0 0.0 0.00
C -2.939 -1.995 -2.230 0.0 0.0 -0.1 0.01
H -2.486 0.426 -1.852 0.0 0.1 0.0 -0.02
H 6.324 -1.943 4.663 0.0 0.0 0.0 0.00
C 5.073 -0.262 4.219 0.0 0.0 0.0 0.00
H -0.090 4.059 2.489 0.0 0.0 0.0 0.01
H -3.606 2.498 -2.586 0.0 0.0 0.0 0.00
As 1.434 0.196 -1.489 0.0 0.0 -0.1 -0.02
C -4.787 -4.827 2.497 -0.1 0.0 0.0 0.00
H 3.992 -4.926 -3.392 0.0 0.0 0.0 0.00
C -2.848 2.542 -1.817 0.0 0.0 0.0 0.01
C 0.690 -1.674 -3.739 0.0 -0.1 0.0 0.01
C 3.222 0.481 -0.804 0.0 0.0 0.0 0.01
C 1.829 -1.104 -2.888 0.2 0.1 0.0 -0.01
C 4.723 -2.478 3.343 0.0 0.0 0.0 0.00
C 0.665 3.647 1.817 0.0 -0.1 0.1 -0.01
H 0.151 1.975 -2.823 0.0 0.0 0.0 0.00
C -0.927 2.518 0.127 -0.1 0.0 0.0 0.06
H -6.922 -4.866 2.662 0.0 0.0 0.0 0.00
H 1.321 2.697 -1.692 0.0 0.0 0.0 0.00
S -0.689 -2.454 1.899 0.1 0.1 0.2 -0.01
C -2.053 -1.145 4.461 0.0 0.0 0.0 0.00
H 0.917 4.419 1.090 0.0 0.0 0.0 0.00
H 5.021 -3.515 3.277 0.0 0.0 0.0 0.00
Mo -0.317 -0.454 0.410 -0.2 -0.2 0.1 1.89
H -1.248 4.631 0.290 0.0 0.0 0.0 0.00
H 0.450 -5.252 -5.584 0.0 0.0 0.0 0.00
H 1.886 1.971 -3.204 0.0 0.0 0.0 0.00
C 1.150 1.888 -2.403 0.0 0.0 0.0 0.00
As -1.183 -2.298 -1.436 0.0 0.1 0.1 -0.06
H 1.820 -1.496 -5.552 0.0 0.0 0.0 0.00
C -1.580 -0.414 7.087 0.0 0.0 0.0 0.00
C -1.533 3.721 -0.215 0.0 -0.2 0.0 0.02
C 1.301 -2.293 -5.012 0.0 0.0 0.0 0.00
C 0.129 2.434 1.142 0.0 -0.1 0.0 0.05
H 1.547 3.394 2.397 0.0 0.0 0.0 0.00
H 4.135 -3.185 -3.226 0.0 0.0 0.0 0.00
H 2.374 -1.905 -2.383 0.0 0.1 0.0 0.00
H 3.027 -2.720 2.052 0.0 0.0 0.0 0.00
N 0.559 1.231 1.348 -0.2 0.2 0.1 -0.12
S -2.483 0.032 1.572 -0.1 -0.1 -0.1 0.00
C -6.155 -2.875 2.854 -0.1 -0.1 0.0 0.00
H -2.299 -4.121 -0.094 0.0 0.0 0.0 0.00
H 3.852 0.792 -1.639 0.0 0.0 0.0 0.00
C 3.225 -0.697 2.744 0.0 0.1 0.0 0.02
C -5.024 -2.081 2.870 0.0 0.1 0.0 0.00
H -3.647 -1.677 -1.465 0.0 0.0 0.0 0.00
C -6.036 -4.248 2.668 0.0 0.0 0.0 0.00
C 1.235 -5.319 -4.831 0.0 0.0 0.0 0.00
C -3.650 -4.035 2.503 0.1 0.0 0.0 0.00
C -2.720 -1.800 5.492 -0.1 -0.1 0.0 0.00
N 1.607 1.001 2.196 0.0 0.2 0.0 0.02
C 3.961 0.190 3.533 0.0 0.0 0.0 0.00
C -3.770 -2.662 2.686 0.0 0.0 0.0 0.01
P -2.320 -1.617 2.759 0.0 0.0 -0.1 0.01
C 5.454 -1.594 4.124 0.0 0.0 0.0 0.00
C -1.462 -4.103 -0.787 0.0 0.0 -0.1 0.02
H -3.275 -2.942 -2.655 0.0 0.0 0.0 0.00
H -0.197 1.019 6.284 0.0 0.0 0.0 0.00
H 0.480 -2.599 -5.669 0.0 0.0 0.0 0.00
H -3.426 -2.592 5.275 0.0 0.0 0.0 0.00
C 3.422 -3.997 -3.362 0.0 0.0 0.0 0.00
H -7.130 -2.428 2.992 0.0 0.0 0.0 0.00
H -0.567 -4.463 -0.285 0.0 0.0 0.0 0.00
H -3.002 -1.932 7.608 0.0 0.0 0.0 0.00
C 3.609 -2.034 2.652 -0.1 0.0 0.0 0.01
H 1.756 -6.264 -4.979 0.0 0.0 0.0 0.00
H -4.697 -5.897 2.365 0.0 0.0 0.0 0.00
H -0.608 0.371 3.948 0.0 0.0 -0.1 0.00
C -0.903 0.232 6.058 0.0 0.0 0.0 0.00
H -1.403 -0.122 8.113 0.0 0.0 0.0 0.00
H 0.262 0.210 -4.742 0.0 0.0 0.0 0.00
H 0.611 -3.526 -2.626 0.0 0.0 0.0 0.00
H 0.788 -5.322 -3.837 0.0 0.0 0.0 0.00
H 3.214 1.262 -0.045 0.0 0.0 0.0 0.00
H -2.674 -4.489 2.385 0.0 0.0 0.0 0.00
C 2.047 -0.217 2.009 0.3 -0.2 0.1 -0.01
O 1.497 -1.030 1.149 0.0 0.0 -0.2 0.06
H -1.043 -0.969 -4.830 0.0 0.0 0.0 0.00
H 2.747 -4.050 -2.507 0.0 0.0 0.0 0.00
H -2.990 4.660 -1.477 0.0 0.0 0.0 0.00
H 3.610 -0.441 -0.376 0.0 0.0 0.0 0.00
C -0.077 -2.759 -2.986 -0.1 -0.1 0.0 0.00
H 5.647 0.423 4.829 0.0 0.0 0.0 0.00
As 2.532 -3.869 -5.115 0.0 0.0 0.0 0.00
C -2.481 -1.429 6.806 0.0 0.0 0.0 0.00
H -1.681 -4.728 -1.654 0.0 0.0 0.0 0.00
N -1.268 1.350 -0.480 0.2 0.3 0.1 0.00
C -1.136 -0.130 4.746 0.0 0.0 0.0 -0.01
H -5.120 -1.012 3.025 0.0 0.0 0.0 0.00
C -2.215 1.379 -1.419 -0.2 -0.1 -0.1 0.03
C -2.505 3.735 -1.201 0.0 -0.1 0.0 0.00
H 2.550 -0.589 -3.532 0.0 0.0 0.0 0.00
```
Positions in Å, forces in eV/Å.


Formula: C37H49ClCrIN6O7P2S
Source: OMol25
Level of theory: wB97M-V/def2-TZVPD

Results
frontier orbital gap (spin up / spin down): 6.678 / 6.647 eV
net charge: +2
<S²>: 3.775
LUMO level (spin up / spin down): -5.316 / -5.433 eV
calculated total energy: -140892.885 eV
multiplicity: 4

Structure (XYZ):
```
105
Properties=species:S:1:pos:R:3:forces:R:3:mulliken_spin:R:1
H -3.237 3.681 -5.475 0.0 0.0 -0.1 0.00
H 5.016 -1.512 3.996 0.1 0.0 0.1 0.00
C -1.156 0.963 2.749 -0.1 1.1 0.6 0.03
H -1.521 2.519 -4.067 0.0 0.1 0.1 0.00
H 5.746 3.738 0.090 0.1 0.0 0.0 0.00
C -2.870 -4.618 3.621 0.0 0.1 0.1 0.00
C -1.379 5.620 -0.204 -0.3 0.7 0.1 0.00
C 4.363 -3.583 0.480 0.5 0.2 0.8 -0.01
C 3.184 -3.260 -0.182 -1.2 0.7 -0.3 0.02
C -2.382 -2.320 3.549 0.4 -0.6 -0.6 -0.01
C -1.429 2.074 3.502 0.2 -0.3 -0.5 0.01
H -1.835 -5.848 2.216 0.0 -0.1 -0.1 0.00
H -2.049 2.156 4.370 -0.2 0.0 0.2 0.00
N -0.956 -1.310 2.112 0.1 0.9 0.4 -0.10
H -3.638 -2.456 -2.294 -0.1 -0.1 -0.2 0.00
H 1.830 0.548 -3.805 0.1 0.0 0.1 0.00
H 5.420 1.112 0.607 0.0 0.0 0.1 0.00
C -0.721 -2.593 -2.119 0.2 -0.1 0.0 0.00
P 1.876 1.892 -1.408 0.7 0.2 -0.2 0.02
C -2.897 5.644 -0.272 0.3 -0.1 0.1 0.00
C 3.927 2.616 0.249 0.9 0.0 0.4 0.00
C -0.730 6.437 -1.304 0.0 -0.2 0.2 0.00
C -2.883 4.130 -4.552 0.3 -0.2 0.2 0.00
Cl 6.122 -3.479 2.507 0.2 0.0 0.1 0.00
H -0.403 -3.411 -1.473 0.1 0.0 -0.1 0.00
H -3.237 5.354 -1.260 -0.1 0.0 -0.1 0.00
C 0.079 2.427 1.655 -0.2 0.3 0.4 0.06
C 3.796 -0.305 -3.608 -0.3 0.3 0.2 0.00
O 1.135 -2.020 -0.130 -2.0 0.6 -0.5 0.03
H 3.456 0.300 4.694 0.0 0.1 0.1 0.00
H -3.030 1.330 -2.527 -0.1 -0.2 0.1 0.00
H 1.194 4.071 -2.176 0.0 0.1 0.0 0.00
H 4.230 2.203 -4.746 0.1 0.0 0.0 0.00
H -3.403 -5.457 4.042 0.0 -0.1 0.0 0.00
H 4.828 0.020 -3.498 0.1 0.1 0.0 0.00
O -0.904 4.252 -0.193 0.3 -0.4 -0.6 0.00
H -1.083 7.463 -1.229 0.0 0.1 -0.1 0.00
C -3.651 -0.831 -0.808 0.5 -0.2 0.1 0.02
C -1.973 -4.838 2.567 0.1 0.0 -0.1 0.00
H 3.518 -0.916 -2.753 0.0 -0.1 0.1 0.00
H 4.280 4.718 -0.055 0.0 0.1 0.0 0.00
C -1.481 -2.525 2.477 -0.6 -0.5 0.5 0.02
H -1.148 -3.023 -3.021 -0.1 0.0 0.0 0.00
H -1.006 6.040 -2.278 0.0 0.1 -0.1 0.00
N -0.310 1.187 1.690 -0.1 0.4 0.4 -0.12
O 2.572 2.725 -0.265 -0.7 0.0 -0.6 0.00
H -3.315 4.953 0.457 -0.1 0.0 0.1 0.00
H -1.047 5.990 0.774 -0.1 0.0 -0.2 0.00
H 0.775 2.808 0.938 0.2 0.1 -0.1 0.00
H -0.574 -3.972 1.170 0.1 -0.1 -0.1 0.00
I 2.715 -4.195 -1.998 0.1 0.1 0.3 0.00
H 0.352 6.434 -1.198 0.1 0.1 0.0 0.00
S -0.603 3.430 2.860 0.2 -0.6 -0.2 0.00
C -1.267 -3.808 1.979 -0.1 0.0 0.1 -0.01
C 4.739 3.768 -0.316 -0.3 -0.1 0.2 0.00
N -2.373 -0.969 3.798 0.3 0.5 -0.3 0.01
H -4.267 2.591 -2.740 -0.1 0.0 0.0 0.00
H -5.750 -1.097 -0.950 -0.1 -0.1 0.0 0.00
C 3.236 1.788 -4.892 -0.2 -0.1 0.4 0.00
H -3.767 -3.182 4.950 -0.1 0.0 0.1 0.00
H 4.793 3.682 -1.398 0.1 0.0 -0.1 0.00
N -1.435 -0.827 -0.520 0.2 -0.1 -0.2 -0.15
P -0.932 3.159 -1.330 -0.4 0.3 -0.4 0.01
H -2.612 0.607 0.319 0.1 0.0 -0.2 0.01
C -3.115 -1.799 -1.631 0.1 0.3 0.2 0.00
C 4.700 -2.984 1.676 -0.3 -0.1 -0.5 0.02
C 2.867 0.895 -3.715 0.2 -0.4 -0.8 0.00
C 2.292 -2.309 0.337 2.0 -0.7 0.7 0.01
C -2.365 3.053 -3.609 -0.5 -0.2 -0.7 0.00
C 3.887 -1.956 2.216 -0.1 -0.1 -0.2 -0.01
N -2.611 -0.299 -0.128 -0.7 -0.1 0.0 0.04
H -3.706 4.657 -4.076 -0.1 0.1 0.0 0.00
N 1.876 -0.607 1.887 0.1 0.4 0.5 -0.08
C 3.291 -0.257 3.788 0.2 -0.1 0.0 -0.01
H 3.804 2.741 1.332 0.0 0.0 -0.2 0.00
C -3.447 2.058 -3.218 0.3 0.1 0.1 0.00
C 2.711 -1.602 1.507 0.5 -0.9 -0.4 -0.01
C 0.714 3.096 -2.137 -0.4 -0.6 0.7 0.00
H -2.100 4.845 -4.789 0.0 0.1 0.0 0.00
H 5.020 -4.330 0.059 0.0 -0.1 0.0 0.00
C 2.180 0.044 2.999 -0.2 0.1 -0.1 0.04
H -5.227 -0.130 0.436 -0.1 0.0 0.1 0.00
H 0.536 2.774 -3.163 0.0 -0.1 -0.1 0.00
H -3.825 1.541 -4.095 0.0 0.0 -0.1 0.00
C -1.517 -0.411 2.916 0.0 -0.8 0.0 0.03
O 2.990 1.680 -2.502 -0.3 0.5 0.8 0.00
O 1.280 0.623 -0.903 -0.4 -0.2 0.4 -0.02
H -2.904 -0.496 4.512 0.1 0.0 -0.1 0.00
H 3.719 -0.902 -4.512 0.0 -0.1 -0.1 0.00
H 2.529 2.604 -5.012 0.0 0.1 0.0 0.00
C 4.560 1.266 -0.042 -0.2 0.1 0.0 0.01
O -1.290 1.854 -0.753 0.0 0.4 -0.4 0.00
C -1.726 -1.756 -1.429 -0.3 0.0 -0.1 0.04
H 3.842 0.465 0.130 0.1 -0.1 0.0 0.00
Cr 0.224 -0.477 0.614 1.1 -0.7 -0.9 3.08
H 0.160 -2.005 -2.370 0.0 -0.1 0.0 0.00
C -5.038 -0.353 -0.612 -0.1 0.2 0.0 0.00
C 4.152 -1.256 3.405 -0.3 0.2 -0.1 0.01
H -3.256 6.646 -0.055 0.0 0.1 0.0 0.00
H 1.506 0.829 3.304 0.0 0.1 0.1 0.00
O -1.905 3.748 -2.433 0.6 0.2 0.8 0.00
H -5.205 0.560 -1.184 -0.1 0.0 0.0 0.00
H 3.242 1.198 -5.803 0.0 0.0 -0.1 0.00
C -3.086 -3.358 4.134 -0.1 -0.1 0.1 0.00
H 4.890 1.227 -1.077 0.1 -0.1 0.0 0.00
```
Positions in Å, forces in eV/Å.


Formula: C37H49F3IN8OS2
Source: OMol25
Level of theory: wB97M-V/def2-TZVPD

Results
frontier orbital gap: 4.000 eV
net charge: +1
LUMO level: -5.284 eV
calculated total energy: -91044.124 eV

Structure (XYZ):
```
101
Properties=species:S:1:pos:R:3:forces:R:3:lowdin_charge:R:1
C -5.385 5.509 5.988 0.0 0.0 0.0 -0.15
H 3.073 -2.390 2.713 0.2 -0.3 0.8 0.08
C 2.765 -9.821 2.255 -0.1 0.1 -0.2 -0.11
H 3.217 -8.141 0.849 0.0 -0.1 0.1 0.10
C -0.765 -3.056 -8.672 0.1 -0.1 0.2 -0.11
C 0.995 0.556 3.004 -0.2 -0.2 -0.1 -0.09
H 0.329 -1.452 2.279 0.1 0.0 0.1 0.11
C -4.426 1.972 1.797 0.1 0.0 -0.1 -0.14
H -5.514 -0.215 3.942 0.0 0.1 0.0 0.11
H -5.875 7.331 7.095 0.0 -0.1 0.0 0.09
H 0.571 5.035 -4.342 0.0 0.1 0.0 0.09
H 5.186 -9.180 4.421 -0.1 0.0 -0.1 0.11
C -4.498 1.775 4.035 -0.1 -0.2 0.1 -0.13
H -5.796 3.594 5.185 -0.1 0.1 0.0 0.10
H 7.551 2.669 -2.319 0.0 0.0 0.1 0.09
N -5.021 0.782 2.122 0.0 0.0 0.1 0.01
N 3.293 -3.095 3.401 0.1 -0.1 -0.1 0.00
C -1.380 -2.065 -9.478 -0.1 0.2 0.0 -0.10
H 2.632 -1.575 1.286 -0.1 0.3 -0.1 0.13
C -0.124 5.614 -3.752 0.0 -0.1 -0.2 -0.16
H 5.023 2.233 1.002 0.1 0.1 -0.1 0.11
H 5.235 1.582 -1.409 0.1 0.1 0.0 0.09
H -2.517 -2.661 -2.895 0.2 1.2 0.9 0.15
C 3.324 -4.446 3.171 0.0 -0.1 0.0 -0.15
C 6.865 3.263 0.848 0.0 0.1 0.0 -0.13
H -3.600 3.570 3.042 -0.1 -0.1 0.0 0.09
H -8.091 3.718 6.184 0.0 0.1 0.0 0.10
N -0.603 5.135 -2.560 0.0 0.0 0.0 -0.01
H 5.054 -7.612 2.471 -0.1 -0.1 0.0 0.14
C 3.038 0.344 2.087 0.1 0.3 0.0 -0.13
C 1.059 -0.663 2.376 -0.3 0.1 0.0 -0.14
H -0.933 -4.121 -8.714 0.0 0.1 0.0 0.10
H -1.306 1.522 -6.481 1.2 0.4 0.7 0.06
H -2.121 8.016 -2.709 0.1 -0.1 0.0 0.10
N 5.802 2.507 0.429 0.1 0.0 0.0 -0.01
H -0.446 1.940 -3.534 0.2 -1.1 -1.2 0.11
H 2.541 2.166 3.187 0.0 -0.1 0.0 0.10
C -7.360 4.506 6.282 0.0 0.0 0.0 -0.14
C -4.088 2.610 2.965 0.1 0.1 -0.2 -0.11
H -2.405 0.169 -4.360 1.3 -0.4 0.7 0.13
C -1.456 6.055 -2.009 -0.1 0.0 0.0 -0.14
C -1.528 7.128 -2.863 -0.1 -0.1 0.2 -0.10
C 7.144 2.743 -1.322 -0.2 -0.2 -0.1 -0.11
H 1.391 -1.411 -1.186 -1.0 0.4 -0.8 -0.13
H -0.946 -0.897 -4.878 -0.8 1.1 0.7 0.11
C 4.447 -9.269 3.640 0.0 0.0 0.1 -0.14
S 0.936 -1.559 -2.494 -0.3 -0.3 -0.1 0.56
C 7.713 3.428 -0.219 0.0 0.1 0.2 -0.10
C -1.302 -0.050 -4.194 1.3 -0.3 -1.3 -0.34
H 4.054 0.441 1.734 -0.1 -0.1 0.1 0.10
H 0.551 -0.354 -7.604 0.1 0.0 -0.2 0.04
C -2.279 -1.974 -2.016 0.5 -1.4 -0.4 -0.32
C -0.684 6.848 -3.967 0.1 -0.2 -0.1 -0.10
C -0.329 1.202 -4.401 0.3 -0.2 0.1 -0.37
C 2.249 1.194 2.820 0.3 -0.1 -0.2 -0.09
H 6.925 3.617 1.865 0.0 0.0 -0.1 0.11
N -6.119 4.386 5.717 0.0 0.0 0.1 0.01
H -8.273 6.112 7.452 0.1 0.0 0.0 0.09
H 3.185 -10.991 4.116 0.0 0.1 -0.1 0.09
N 4.421 -8.385 2.595 0.0 0.0 0.0 0.00
N 2.306 -0.783 1.815 -0.1 0.1 -0.3 -0.05
C -5.074 0.657 3.484 0.0 -0.1 0.0 -0.12
H -0.506 7.481 -4.823 0.0 -0.1 0.1 0.10
F -5.049 -2.894 -1.592 2.1 1.7 1.6 0.14
H 3.757 -6.133 4.493 -0.1 0.1 0.0 0.08
C 3.836 -4.056 5.325 0.0 0.3 0.0 -0.10
H 4.103 -4.195 6.361 0.0 0.0 -0.1 0.10
F -5.248 -1.097 -0.273 2.2 -1.9 -1.4 0.11
H 0.749 -2.791 -7.047 0.0 0.0 -0.1 0.10
C 0.094 -2.411 -7.817 0.0 -0.1 0.1 -0.16
C 5.967 2.182 -0.891 0.0 0.0 -0.1 -0.16
H -1.080 0.151 -9.440 0.0 -0.1 0.0 0.11
H 1.916 -10.321 1.813 0.1 0.0 0.0 0.09
C -6.170 6.360 6.728 0.2 0.0 -0.1 -0.12
H 3.106 -4.846 2.192 0.0 0.0 0.1 0.09
H 0.742 0.792 -4.422 -1.6 0.6 0.4 0.05
C 3.427 -10.170 3.458 0.2 0.0 0.2 -0.11
H -4.386 1.972 5.091 0.1 -0.1 -0.1 0.09
H -4.371 5.607 5.631 -0.1 0.0 0.0 0.10
C 3.402 -8.717 1.743 -0.1 0.1 0.0 -0.15
C -4.308 -1.998 -0.816 -2.4 0.5 1.2 -0.50
C 3.655 -5.068 4.349 0.0 -0.2 -0.2 -0.11
I 1.434 2.242 -6.701 -1.1 -0.1 0.2 0.81
H -5.368 0.105 1.462 0.0 0.2 0.2 0.11
F -3.736 -2.667 0.260 -0.8 1.2 -2.6 0.14
H 3.644 -1.839 5.090 0.0 -0.1 0.0 0.11
C -0.555 1.992 -5.776 -0.5 0.5 0.9 -0.58
H -1.791 -2.625 -1.221 -0.7 1.1 -0.7 0.13
C -0.877 -0.849 -9.087 -0.1 0.0 0.0 -0.14
H 8.640 3.980 -0.207 -0.1 -0.1 0.0 0.10
C -7.422 5.723 6.914 -0.2 -0.2 0.0 -0.11
H -4.295 2.261 0.766 0.0 0.0 0.1 0.10
H -2.111 -2.225 -10.257 0.1 0.0 0.1 0.10
O -3.413 -1.215 -1.559 0.1 -2.0 0.6 -0.03
H -0.365 4.247 -2.152 0.0 0.2 0.0 0.13
S -0.977 -0.682 -2.449 -0.7 0.5 0.7 0.79
H -0.912 3.048 -5.524 0.5 -1.5 -0.5 0.05
N 0.024 -1.068 -8.079 -0.2 0.0 0.1 -0.01
H 0.141 0.946 3.537 0.1 -0.1 0.0 0.10
H -1.936 5.867 -1.062 0.0 0.1 -0.1 0.11
C 3.609 -2.849 4.710 0.0 0.0 0.1 -0.13
```
Positions in Å, forces in eV/Å.